Record 1
45
Properties=species:S:1:pos:R:3:mulliken_charge:R:1 method="wB97M-V/def2-TZVPD" e_above_lowest_ev=1.094 mol_weight_g_mol=388.38 charge=0 smiles="O=CCc1cccc2nccnc12.O=C1C=CC(=O)C=C1.O=C1C=CC(=O)C=C1" total_energy_ha=-1333.5809 e_lumo_ev=-1.62 orbital_gap_ev=7.327 spin_multiplicity=1
O -2.824 3.065 -3.486 -0.468
C -1.789 3.604 -3.753 0.035
C -0.661 2.867 -4.444 -1.090
C -0.051 1.928 -3.427 0.348
C -0.607 0.688 -3.231 -0.535
C -0.062 -0.188 -2.264 -0.452
C 1.020 0.214 -1.530 -0.349
C 1.613 1.479 -1.705 0.125
N 2.676 1.833 -0.928 -0.629
C 3.153 3.024 -1.159 -0.262
C 2.640 3.878 -2.155 -0.324
N 1.626 3.581 -2.921 -0.494
C 1.086 2.351 -2.679 0.659
H -1.658 4.657 -3.452 0.380
H -1.078 2.308 -5.276 0.433
H 0.064 3.591 -4.798 0.376
H -1.459 0.411 -3.830 0.405
H -0.505 -1.161 -2.123 0.491
H 1.414 -0.458 -0.782 0.491
H 3.981 3.363 -0.552 0.416
H 3.113 4.842 -2.298 0.417
O 1.758 -3.117 -0.833 -0.600
C 1.499 -3.405 0.316 0.545
C 2.417 -3.044 1.424 -0.289
C 2.129 -3.358 2.684 -0.363
C 0.878 -4.077 3.029 0.226
O 0.612 -4.353 4.182 -0.595
C -0.038 -4.434 1.923 -0.217
C 0.251 -4.120 0.665 -0.407
H 3.321 -2.517 1.148 0.451
H 2.781 -3.106 3.510 0.433
H -0.947 -4.954 2.199 0.423
H -0.403 -4.370 -0.160 0.416
O -0.577 -1.479 1.458 -0.263
C -1.301 -0.843 2.198 0.357
C -1.386 -1.137 3.651 -0.167
C -2.186 -0.433 4.448 -0.498
C -3.024 0.673 3.921 0.252
O -3.750 1.313 4.650 -0.546
C -2.938 0.965 2.468 -0.368
C -2.139 0.262 1.671 -0.458
H -0.769 -1.945 4.022 0.305
H -2.264 -0.631 5.509 0.441
H -3.557 1.775 2.103 0.429
H -2.059 0.458 0.608 0.521

Record 2
23
Properties=species:S:1:pos:R:3:mulliken_charge:R:1 method="wB97M-V/def2-TZVPD" e_above_lowest_ev=0.928 mol_weight_g_mol=147.18 charge=0 total_energy_ha=-513.0612 e_lumo_ev=0.83 orbital_gap_ev=9.503 spin_multiplicity=1
H 2.430 -0.376 1.647 0.193
N 1.655 -0.543 1.034 -0.669
C 1.544 -0.047 -0.116 0.593
N 2.375 0.998 -0.548 -0.473
N 0.672 -0.465 -1.081 -0.239
C -0.187 -1.651 -0.833 -0.345
C 0.313 -2.857 -1.587 -1.260
H 2.659 1.115 -1.503 0.143
H 2.584 1.760 0.066 0.185
H 0.900 -0.370 -2.054 0.234
H -1.099 -1.304 -1.279 0.274
H -0.358 -1.709 0.230 0.393
H 0.177 -2.721 -2.658 0.349
H -0.195 -3.806 -1.392 0.354
H 1.353 -3.061 -1.315 0.316
C -2.013 2.471 0.312 -1.035
C -1.784 1.100 0.856 0.757
O -2.546 0.173 0.920 -0.576
O -0.494 0.960 1.271 -0.453
H -1.241 2.866 -0.346 0.292
H -2.112 3.067 1.216 0.275
H -2.881 2.509 -0.345 0.332
H -0.515 0.145 1.805 0.360

Record 3
30
Properties=species:S:1:pos:R:3:mulliken_charge:R:1 method="wB97M-V/def2-TZVPD" e_above_lowest_ev=1.815 mol_weight_g_mol=140.27 charge=0 smiles=C1CCCC1.C1CCCC1 total_energy_ha=-392.9519 e_lumo_ev=1.00 orbital_gap_ev=11.165 spin_multiplicity=1
C -2.244 0.306 -2.626 -0.453
C -1.295 1.407 -2.589 -0.691
C -0.814 1.503 -1.189 -0.445
C -0.995 0.112 -0.541 -0.329
C -2.396 -0.167 -1.169 -0.836
H -1.889 -0.550 -3.231 0.216
H -3.282 0.532 -2.939 0.355
H -1.871 2.300 -2.896 0.231
H -0.471 1.271 -3.316 0.269
H -1.499 2.240 -0.729 0.255
H 0.218 1.888 -1.079 0.395
H -1.093 0.067 0.560 0.429
H -0.157 -0.551 -0.832 0.225
H -2.650 -1.239 -1.277 0.346
H -3.298 0.357 -0.799 0.330
C 2.118 0.329 0.853 -0.459
C 2.507 -1.162 1.027 -0.802
C 1.523 -1.901 1.923 -0.498
C 0.872 -0.779 2.718 -0.711
C 0.945 0.381 1.836 0.139
H 1.731 0.502 -0.169 0.034
H 2.939 1.050 1.029 0.353
H 3.549 -1.158 1.399 0.288
H 2.479 -1.778 0.108 0.377
H 1.966 -2.734 2.502 0.349
H 0.855 -2.340 1.157 0.212
H 1.340 -0.613 3.708 0.329
H -0.182 -1.069 2.889 0.287
H 0.064 0.527 1.182 -0.652
H 1.030 1.270 2.491 0.458

Record 4
12
Properties=species:S:1:pos:R:3:mulliken_charge:R:1 method="wB97M-V/def2-TZVPD" mol_weight_g_mol=240.27 charge=+1 total_energy_ha=-536.3525 e_lumo_ev="-4.43 / -4.64" orbital_gap_ev="5.433 / 8.437" spin_multiplicity=2
O -0.005 -1.293 -0.986 -0.593
C 1.218 -0.869 -0.465 -0.275
C 1.222 0.578 0.068 -0.255
O -0.083 0.895 0.458 -0.791
Mg -1.401 0.419 1.858 0.627
H 2.091 -1.038 -1.123 0.316
H 1.341 -1.529 0.420 0.231
H 1.564 1.324 -0.673 0.232
H 1.964 0.673 0.882 0.314
La -1.551 0.125 -1.102 1.374
O -2.709 0.436 0.331 -0.470
H -3.652 0.280 0.333 0.290